Record 1
70
Properties=species:S:1:pos:R:3:nbo_charge:R:1 method="wB97M-V/def2-TZVPD" e_lumo_ev=-2.01 e_above_lowest_kcal_mol=0.0 smiles="CCOCCOCC1=CC(=O)C([C@H](Br)[C@H](C)Br)=CC1=O.COCCOC.COCCOC" e_tot_ha=-6610.86798
C 9.71 -2.48 0.80 -0.63
C 9.16 -1.55 -0.26 -0.06
O 8.88 -0.25 0.21 -0.53
C 7.62 -0.14 0.83 -0.10
C 6.45 -0.11 -0.15 -0.10
O 5.94 1.19 -0.37 -0.51
C 4.91 1.55 0.53 -0.11
C 3.64 0.78 0.29 -0.06
C 2.78 1.04 -0.71 -0.23
C 1.53 0.27 -0.86 0.57
O 0.62 0.71 -1.57 -0.53
C 1.41 -1.03 -0.14 -0.08
C 0.33 -2.01 -0.50 -0.30
Br 0.73 -2.83 -2.22 0.05
C -1.06 -1.39 -0.45 -0.23
C -1.35 -0.79 0.93 -0.65
Br -2.41 -2.76 -0.84 -0.02
C 2.28 -1.30 0.84 -0.21
C 3.31 -0.32 1.24 0.49
O 3.88 -0.42 2.32 -0.50
H 8.97 -2.72 1.55 0.20
H 9.97 -3.41 0.31 0.21
H 10.61 -2.09 1.26 0.21
H 8.30 -2.02 -0.73 0.15
H 9.90 -1.43 -1.05 0.19
H 7.48 -0.96 1.54 0.16
H 7.63 0.77 1.42 0.20
H 5.69 -0.81 0.18 0.16
H 6.80 -0.47 -1.11 0.20
H 5.23 1.41 1.56 0.20
H 4.71 2.60 0.37 0.21
H 2.96 1.83 -1.41 0.24
H 0.35 -2.81 0.23 0.23
H -1.18 -0.65 -1.22 0.25
H -2.24 -1.25 1.35 0.25
H -1.55 0.27 0.85 0.23
H -0.53 -0.93 1.63 0.21
H 2.23 -2.23 1.39 0.23
C -5.22 -2.19 2.79 -0.25
O -5.20 -1.45 1.58 -0.56
C -5.66 -2.20 0.46 -0.09
C -7.08 -1.85 0.10 -0.09
O -8.00 -2.24 1.11 -0.55
C -8.42 -1.17 1.93 -0.25
H -5.06 -1.49 3.61 0.19
H -6.18 -2.69 2.94 0.18
H -4.42 -2.93 2.80 0.17
H -5.56 -3.27 0.65 0.17
H -5.00 -1.94 -0.37 0.20
H -7.35 -2.39 -0.82 0.19
H -7.17 -0.78 -0.11 0.17
H -9.11 -0.52 1.39 0.17
H -7.57 -0.58 2.29 0.18
H -8.94 -1.60 2.78 0.19
C -2.90 4.62 -3.58 -0.25
O -2.58 3.26 -3.35 -0.55
C -1.66 3.07 -2.29 -0.10
C -2.36 2.63 -1.02 -0.09
O -3.21 3.63 -0.50 -0.55
C -4.58 3.41 -0.79 -0.25
H -3.75 4.65 -4.26 0.19
H -3.17 5.13 -2.65 0.18
H -2.06 5.14 -4.04 0.17
H -1.09 3.98 -2.10 0.17
H -0.97 2.29 -2.59 0.21
H -1.60 2.42 -0.26 0.18
H -2.92 1.70 -1.20 0.17
H -4.98 2.58 -0.18 0.17
H -4.73 3.19 -1.85 0.18
H -5.12 4.32 -0.54 0.19



Record 2
85
Properties=species:S:1:pos:R:3:lowdin_charge:R:1 method="wB97M-V/def2-TZVPD" e_lumo_ev=0.41 e_tot_ha=-4053.28798
C 5.69 -1.48 2.87 -0.11
O 4.82 -1.71 1.78 -0.19
C 4.30 -0.53 1.20 -0.25
C 3.24 -0.94 0.19 -0.18
C 1.85 -1.07 0.83 -0.20
C 0.90 -1.93 0.00 -0.21
C -0.56 -1.84 0.48 -0.27
C -1.44 -3.02 0.03 -0.27
Si -3.18 -2.90 0.65 0.43
C -4.13 -4.49 0.27 -0.33
C -4.69 -5.38 1.39 -0.83
C -4.96 -6.81 0.91 -0.19
I -3.39 -5.49 3.10 0.82
O -3.90 -1.64 -0.19 -0.38
Si -5.34 -0.94 0.19 0.33
C -5.76 0.40 -1.04 -0.21
P -5.36 -0.20 2.33 0.72
C -6.66 1.08 2.11 -0.36
O -3.95 0.73 2.34 -0.41
H 6.65 -1.97 2.69 0.08
H 5.26 -1.89 3.79 0.09
H 5.88 -0.41 3.02 0.08
H 5.11 0.05 0.74 0.11
H 3.85 0.10 1.98 0.12
H 3.53 -1.87 -0.29 0.12
H 3.19 -0.17 -0.59 0.10
H 1.96 -1.52 1.82 0.12
H 1.42 -0.07 0.93 0.10
H 1.22 -2.98 0.05 0.12
H 0.95 -1.64 -1.06 0.12
H -0.57 -1.76 1.57 0.11
H -0.99 -0.92 0.09 0.09
H -1.01 -3.97 0.37 0.08
H -1.48 -3.07 -1.07 0.09
H -3.22 -2.51 2.08 -0.01
H -4.98 -4.22 -0.37 0.08
H -3.47 -5.11 -0.34 0.08
H -5.63 -4.95 1.75 0.07
H -5.77 -7.27 1.47 0.07
H -5.21 -6.79 -0.16 0.08
H -4.08 -7.44 1.02 0.05
H -6.42 -1.97 0.20 -0.01
H -5.32 0.23 -2.02 0.03
H -5.45 1.37 -0.65 0.02
H -6.85 0.43 -1.14 0.03
H -7.55 0.62 1.66 0.03
H -6.96 1.48 3.09 0.03
H -6.35 1.91 1.47 0.03
H -4.04 1.46 2.95 0.03
C 3.47 1.97 -4.23 -0.04
C 4.29 3.27 -4.17 -0.44
C 5.46 3.43 -5.15 -0.31
F 6.40 2.50 -4.93 0.10
F 6.01 4.65 -4.95 0.10
F 4.71 3.50 -2.91 0.14
F 3.42 4.26 -4.51 0.10
O 3.79 0.97 -3.29 0.05
C 4.69 -0.03 -3.53 -0.55
C 5.83 0.00 -2.50 -0.28
F 6.48 1.17 -2.55 0.11
F 6.70 -0.99 -2.80 0.11
F 5.16 -0.01 -4.79 0.16
F 4.05 -1.21 -3.36 0.14
H 2.46 2.28 -3.97 0.15
H 3.45 1.58 -5.25 0.15
H 5.11 3.36 -6.18 0.17
H 5.42 -0.16 -1.50 0.15
C -0.88 4.52 2.30 -0.04
C 0.29 3.75 2.92 -0.44
C 1.62 3.72 2.16 -0.31
F 1.49 3.10 0.98 0.10
F 2.52 3.03 2.90 0.10
F -0.08 2.49 3.24 0.14
F 0.58 4.41 4.09 0.10
O -1.84 3.76 1.60 0.05
C -1.76 3.53 0.25 -0.54
C -1.67 2.03 -0.06 -0.28
F -0.58 1.50 0.53 0.09
F -1.55 1.87 -1.40 0.10
F -0.76 4.22 -0.32 0.15
F -2.92 3.97 -0.31 0.14
H -1.43 4.91 3.16 0.15
H -0.53 5.37 1.72 0.15
H 2.00 4.74 2.01 0.17
H -2.56 1.51 0.30 0.15



Record 3
76
Properties=species:S:1:pos:R:3:lowdin_charge:R:1 method="wB97M-V/def2-TZVPD" e_lumo_ev=-2.12 e_above_lowest_kcal_mol=0.0 total_charge=+1 e_tot_ha=-4751.51770
Zn -0.32 0.47 -1.10 -0.03
C -1.41 4.99 2.88 -0.05
C -1.71 3.93 1.83 -0.54
C -3.23 3.78 1.72 -0.05
C -1.08 4.34 0.50 -0.03
N -1.08 2.64 2.26 0.01
C -0.15 2.53 3.28 -0.03
C 0.26 1.25 3.32 -0.05
N -0.40 0.57 2.32 0.03
B -0.06 -0.93 2.10 -0.58
N 1.34 -1.14 1.45 0.03
C 2.01 -2.31 1.73 -0.04
C 3.22 -2.25 1.15 -0.04
N 3.31 -1.03 0.49 0.01
C 2.13 -0.37 0.67 -0.62
S 1.66 1.16 -0.01 0.70
C 4.59 -0.68 -0.21 -0.54
C 4.75 -1.65 -1.38 -0.02
C 4.67 0.75 -0.72 -0.08
C 5.73 -0.87 0.80 -0.03
N -1.19 -1.73 1.42 0.03
C -2.30 -2.04 2.17 -0.04
C -3.19 -2.65 1.38 -0.03
N -2.63 -2.74 0.11 0.02
C -1.41 -2.14 0.15 -0.65
S -0.33 -1.87 -1.17 0.68
C -3.43 -3.30 -1.03 -0.54
C -2.57 -3.78 -2.20 -0.08
C -4.20 -4.52 -0.51 -0.04
C -4.38 -2.20 -1.49 -0.01
C -1.20 1.43 1.67 -0.64
S -2.15 1.06 0.28 0.69
H -1.95 5.90 2.61 0.09
H -0.35 5.25 2.93 0.09
H -1.76 4.69 3.87 0.10
H -3.67 4.77 1.61 0.09
H -3.63 3.33 2.63 0.10
H -3.53 3.17 0.87 0.03
H -1.50 5.29 0.17 0.10
H -1.28 3.59 -0.27 0.03
H 0.00 4.45 0.61 0.09
H 0.11 3.35 3.92 0.12
H 0.94 0.76 3.98 0.13
H 0.04 -1.40 3.21 0.13
H 1.57 -3.07 2.34 0.13
H 4.02 -2.96 1.15 0.12
H 3.93 -1.53 -2.09 0.07
H 4.76 -2.69 -1.05 0.09
H 5.69 -1.45 -1.90 0.10
H 3.97 0.96 -1.52 0.04
H 5.68 0.90 -1.10 0.09
H 4.49 1.48 0.07 0.08
H 5.82 -1.90 1.15 0.08
H 5.58 -0.23 1.67 0.10
H 6.67 -0.60 0.33 0.09
H -2.35 -1.80 3.22 0.13
H -4.16 -3.04 1.61 0.12
H -1.79 -4.46 -1.87 0.09
H -2.11 -2.95 -2.74 0.03
H -3.23 -4.31 -2.88 0.09
H -3.52 -5.26 -0.09 0.10
H -4.73 -4.97 -1.35 0.09
H -4.95 -4.26 0.24 0.07
H -3.82 -1.34 -1.84 0.09
H -5.04 -1.88 -0.68 0.09
H -5.00 -2.57 -2.31 0.10
N 1.39 -0.11 -3.16 0.00
N 1.44 0.99 -4.00 -0.07
C 0.46 1.91 -4.00 -0.81
N 0.56 2.88 -4.91 0.11
S -0.87 1.91 -2.95 0.70
H 2.16 -0.10 -2.50 0.04
H 1.36 -0.98 -3.68 0.10
H 2.22 1.10 -4.63 0.16
H 1.27 2.88 -5.62 0.12
H -0.14 3.60 -4.93 0.10



Record 4
76
Properties=species:S:1:pos:R:3:lowdin_spin:R:1 method="wB97M-V/def2-TZVPD" spin_multiplicity=3 e_lumo_ev="3.05 / 3.00" total_charge=-2 e_tot_ha=-3344.53916
C -3.43 1.41 3.92 0.00
C -2.18 2.06 4.42 0.00
Cl -1.58 1.27 5.85 0.00
C -1.57 3.11 3.89 0.00
Cl -2.23 3.77 2.41 0.00
S -0.13 4.06 4.48 0.00
O 0.58 3.16 5.36 0.00
O 0.56 4.38 3.24 0.00
N -0.77 5.33 5.06 0.00
S -1.10 5.60 6.64 0.00
O 0.11 5.53 7.44 0.00
O -1.79 6.88 6.65 0.00
C -2.39 4.31 7.22 0.00
O -3.30 4.18 6.40 0.00
O -2.12 3.82 8.30 0.00
H -3.86 1.96 3.09 0.00
H -4.15 1.39 4.74 0.00
H -3.23 0.38 3.63 0.00
C 1.24 0.85 -0.39 0.00
C 0.30 0.58 0.80 0.03
C 0.67 1.39 2.05 0.02
C 1.90 0.89 2.79 0.00
C 1.74 -0.59 3.13 0.02
C 1.45 -1.46 1.90 0.03
N 0.28 -0.89 1.15 0.38
O -0.84 -1.27 1.63 0.51
C 2.71 -1.57 1.04 0.00
C 1.08 -2.88 2.33 0.00
C -1.10 1.02 0.39 0.00
H 0.66 0.93 -1.31 0.00
H 1.80 1.78 -0.25 0.00
H 1.96 0.05 -0.56 0.00
H -0.17 1.36 2.74 0.00
H 0.78 2.44 1.77 0.00
H 2.81 1.06 2.19 0.00
H 2.01 1.47 3.70 0.00
H 2.64 -0.98 3.62 0.00
H 0.92 -0.69 3.85 0.00
H 2.49 -2.03 0.08 0.00
H 3.43 -2.21 1.56 0.00
H 3.20 -0.62 0.87 0.00
H 0.25 -2.88 3.03 0.00
H 1.94 -3.33 2.81 0.00
H 0.80 -3.48 1.47 0.00
H -1.51 0.41 -0.42 0.00
H -1.04 2.06 0.06 0.00
H -1.78 0.98 1.24 0.00
C 2.09 -2.73 -4.65 0.00
C 1.24 -1.52 -4.20 0.03
C 0.42 -1.84 -2.94 0.02
C -0.78 -2.74 -3.18 0.00
C -1.67 -2.15 -4.27 0.02
C -0.92 -1.88 -5.57 0.03
N 0.31 -1.06 -5.28 0.38
O 0.05 0.19 -5.21 0.52
C -0.60 -3.21 -6.27 0.00
C -1.80 -1.08 -6.53 0.00
C 2.21 -0.39 -3.86 0.00
H 3.08 -2.40 -4.95 0.00
H 2.21 -3.45 -3.84 0.00
H 1.68 -3.26 -5.51 0.00
H 0.07 -0.90 -2.51 0.00
H 1.10 -2.27 -2.19 0.00
H -0.45 -3.75 -3.45 0.00
H -1.34 -2.84 -2.26 0.00
H -2.51 -2.81 -4.48 0.00
H -2.09 -1.21 -3.90 0.00
H 0.09 -3.06 -7.10 0.00
H -1.53 -3.63 -6.66 0.00
H -0.18 -3.96 -5.60 0.00
H -2.16 -0.16 -6.08 0.00
H -2.66 -1.69 -6.81 0.00
H -1.24 -0.82 -7.44 0.00
H 2.75 -0.04 -4.74 0.00
H 2.93 -0.77 -3.14 0.00
H 1.69 0.45 -3.41 0.00



Record 5
107
Properties=species:S:1:pos:R:3:lowdin_charge:R:1 method="wB97M-V/def2-TZVPD" e_lumo_ev=0.15 e_above_lowest_kcal_mol=0.0 smiles="C[C@@H](Cl)[C@@H](Cl)C(=O)OCN=C=S.O=S1(=O)OCCO1.O=S1(=O)OCCO1.O=S1(=O)OCCO1.O=S1(=O)OCCO1.O=S1(=O)OCCO1.O=S1(=O)OCCO1.O=S1(=O)OCCO1.O=S1(=O)OCCO1" e_tot_ha=-7978.46458
C -2.30 -0.06 0.16 -0.09
C -1.40 -1.19 -0.35 -0.72
Cl -0.34 -1.85 0.94 0.64
C -2.14 -2.33 -1.08 -0.60
Cl -1.00 -3.58 -1.59 0.67
C -3.26 -3.01 -0.26 -0.50
O -3.40 -4.20 -0.27 0.10
O -4.12 -2.25 0.49 -0.01
C -5.16 -1.73 -0.34 -0.19
N -5.75 -0.57 0.33 0.07
C -5.89 0.42 -0.36 -0.76
S -5.97 1.65 -1.30 0.88
H -1.92 0.88 -0.23 0.07
H -2.30 0.03 1.24 0.07
H -3.32 -0.15 -0.20 0.05
H -0.73 -0.75 -1.08 0.05
H -2.58 -1.89 -1.97 0.12
H -4.77 -1.43 -1.32 0.13
H -5.92 -2.51 -0.44 0.14
O 0.86 0.52 -0.83 -0.25
S 1.34 1.78 -0.38 0.61
O 0.49 2.91 -0.38 -0.22
O 2.69 2.10 -1.19 -0.18
C 3.77 2.31 -0.26 -0.17
C 3.41 1.48 0.94 -0.19
O 1.99 1.62 1.07 -0.17
H 3.80 3.37 -0.02 0.11
H 4.71 2.01 -0.70 0.12
H 3.91 1.82 1.84 0.10
H 3.64 0.43 0.78 0.14
O -2.05 2.57 3.28 -0.20
S -3.25 2.58 2.53 0.59
O -3.29 2.96 1.17 -0.21
O -4.35 3.41 3.35 -0.18
C -5.50 2.60 3.61 -0.16
C -4.96 1.19 3.68 -0.16
O -3.95 1.14 2.67 -0.22
H -6.20 2.71 2.77 0.13
H -5.98 2.91 4.53 0.13
H -5.72 0.43 3.49 0.13
H -4.49 0.99 4.65 0.13
O -0.70 -9.45 2.33 -0.23
S -1.86 -8.73 2.72 0.59
O -2.55 -9.02 3.92 -0.22
O -2.90 -8.75 1.49 -0.19
C -3.23 -7.41 1.10 -0.16
C -2.01 -6.60 1.45 -0.16
O -1.55 -7.16 2.69 -0.19
H -4.10 -7.09 1.67 0.14
H -3.47 -7.38 0.04 0.13
H -2.23 -5.54 1.56 0.12
H -1.22 -6.73 0.70 0.14
O -1.75 1.12 -2.94 -0.22
S -1.53 2.51 -3.16 0.61
O -1.03 3.35 -2.14 -0.20
O -2.89 3.13 -3.76 -0.19
C -2.63 3.74 -5.02 -0.17
C -1.47 2.96 -5.60 -0.17
O -0.63 2.69 -4.47 -0.18
H -2.37 4.79 -4.86 0.14
H -3.52 3.69 -5.65 0.13
H -0.92 3.52 -6.35 0.13
H -1.80 2.01 -6.02 0.13
O 8.33 2.10 2.82 -0.22
S 7.55 1.39 1.87 0.60
O 6.42 1.98 1.25 -0.21
O 7.12 0.00 2.52 -0.18
C 7.56 -1.10 1.70 -0.17
C 8.80 -0.58 1.01 -0.15
O 8.49 0.80 0.73 -0.18
H 6.76 -1.33 0.99 0.13
H 7.74 -1.97 2.32 0.12
H 9.04 -1.10 0.10 0.11
H 9.67 -0.60 1.68 0.14
O 6.89 -3.79 1.15 -0.21
S 7.87 -4.03 0.16 0.60
O 9.17 -3.46 0.21 -0.21
O 7.22 -3.72 -1.27 -0.18
C 7.28 -4.89 -2.10 -0.15
C 7.23 -6.05 -1.13 -0.15
O 8.03 -5.61 -0.02 -0.18
H 8.21 -4.87 -2.66 0.14
H 6.44 -4.89 -2.80 0.14
H 7.64 -6.96 -1.55 0.14
H 6.22 -6.24 -0.78 0.14
O 2.74 6.04 3.22 -0.20
S 3.77 5.08 3.17 0.62
O 3.97 4.24 2.05 -0.21
O 3.68 4.17 4.49 -0.18
C 4.91 4.22 5.22 -0.16
C 5.48 5.58 4.90 -0.16
O 5.17 5.78 3.52 -0.18
H 5.56 3.42 4.85 0.13
H 4.72 4.08 6.28 0.14
H 6.56 5.63 5.05 0.14
H 5.00 6.37 5.48 0.13
O -8.70 3.48 -2.40 -0.23
S -7.91 3.42 -3.57 0.54
O -6.57 3.89 -3.60 -0.24
O -8.73 4.10 -4.77 -0.18
C -8.90 3.18 -5.85 -0.16
C -8.91 1.82 -5.19 -0.16
O -7.93 1.92 -4.15 -0.21
H -8.05 3.28 -6.53 0.13
H -9.82 3.39 -6.39 0.14
H -8.65 1.02 -5.87 0.14
H -9.88 1.61 -4.73 0.14



Record 6
72
Properties=species:S:1:pos:R:3:lowdin_spin:R:1 method="wB97M-V/def2-TZVPD" spin_multiplicity=4 e_lumo_ev="2.26 / 2.26" e_above_lowest_kcal_mol=17.9 total_charge=-1 e_tot_ha=-4304.65380
C 4.70 2.25 1.26 0.00
C 3.28 2.16 1.69 0.00
H 5.29 2.74 2.05 0.00
H 4.86 2.83 0.33 0.00
H 5.07 1.22 1.11 0.00
C 2.73 3.03 2.56 0.00
C 3.51 4.17 3.13 0.00
H 1.74 2.88 2.98 0.00
H 3.90 4.87 2.37 0.00
H 4.38 3.80 3.69 0.00
H 2.89 4.75 3.82 0.00
Co 1.26 -3.57 0.03 2.64
Cl 1.17 -5.72 0.08 0.11
Cl 0.45 1.08 -2.45 0.00
H -2.30 -2.01 -2.99 0.00
H -2.07 -4.76 -4.48 0.00
C -1.35 -2.00 -3.55 0.00
C -1.14 -4.21 -4.69 0.00
N -0.75 -3.33 -3.59 0.00
H -0.66 -1.27 -3.12 0.00
C -0.03 -3.78 -2.55 0.01
O 0.35 -2.96 -1.65 0.05
H -0.35 -4.93 -4.89 0.00
H 0.22 -4.85 -2.51 0.00
H -1.58 -1.74 -4.60 0.00
H -1.30 -3.59 -5.57 0.00
H 1.50 3.60 -1.03 0.00
H 0.70 4.49 1.50 0.00
C 0.58 4.17 -1.26 0.00
C -0.25 4.74 0.99 0.00
N -0.41 3.93 -0.22 0.00
H 0.17 3.82 -2.21 0.00
C -1.61 3.29 -0.51 0.00
O -2.07 3.08 -1.63 0.00
H -1.09 4.55 1.68 0.00
H -2.14 3.00 0.44 0.00
H 0.82 5.24 -1.30 0.00
H -0.22 5.82 0.73 0.00
O 2.18 1.34 -0.25 0.00
C 2.45 1.02 1.05 0.00
C 0.05 1.45 1.81 0.00
C 1.22 0.71 1.96 0.00
H -0.07 2.02 0.89 0.00
C -0.87 1.52 2.88 0.00
H 3.08 0.11 1.20 0.00
C 1.34 -0.20 3.01 0.00
H -1.70 2.24 2.83 0.00
C -0.71 0.67 3.99 0.00
C 0.37 -0.23 4.03 0.00
H 2.23 -0.84 3.05 0.00
H -1.42 0.72 4.82 0.00
H 0.48 -0.94 4.85 0.00
Si 2.49 0.74 -2.60 0.00
Cl 3.00 -2.84 0.92 0.14
C 2.91 1.83 -4.12 0.00
C 2.62 -1.10 -3.15 0.00
C 4.17 0.80 -1.76 0.00
H 2.10 1.97 -4.85 0.00
H 3.75 1.38 -4.68 0.00
H 3.24 2.82 -3.82 0.00
H 4.50 1.84 -1.57 0.00
H 4.93 0.29 -2.42 0.00
H 4.10 0.24 -0.81 0.00
H 2.65 -1.72 -2.24 0.00
H 3.57 -1.25 -3.68 0.00
H 1.81 -1.49 -3.80 0.00
C -2.34 -1.21 1.39 0.00
C -1.14 -1.97 1.08 0.01
N -0.21 -2.63 0.85 0.05
H -3.24 -1.79 1.11 0.00
H -2.35 -0.25 0.86 0.00
H -2.40 -1.00 2.47 0.00